(1)
Here is an isolated molecule of C5H11NO from the OMol25 dataset. Energies are from ωB97M-V with the def2-TZVPD basis set.

XYZ file:
```
18
Properties=species:S:1:pos:R:3:forces:R:3:mulliken_charge:R:1
C -0.628636 2.688680 0.711098 0.05 0.29 0.00 -0.72
O -1.022503 1.347275 0.856168 -0.07 -0.04 0.03 -0.37
C -0.624064 0.559348 -0.220848 0.01 -0.08 -0.12 0.17
C 0.837815 0.066608 -0.280704 0.29 0.23 -0.12 -0.72
N 0.311295 -1.217429 -0.749529 0.11 -0.15 0.15 -0.17
C 1.014984 -2.428392 -0.401713 0.06 -0.11 -0.01 -0.97
C -0.957495 -0.924802 -0.077696 -0.35 -0.09 -0.09 -0.64
H -1.006416 3.229059 1.581920 0.08 -0.03 -0.15 0.25
H -1.053734 3.130660 -0.203766 0.06 -0.05 0.14 0.31
H 0.467118 2.792300 0.670310 -0.17 -0.04 0.02 0.28
H -0.955994 0.982681 -1.181585 0.04 -0.07 0.19 0.35
H 1.579994 0.537195 -0.930781 -0.13 0.03 -0.01 0.36
H 1.224846 0.025085 0.750549 0.03 -0.08 -0.02 0.31
H 1.194702 -2.533338 0.687730 -0.07 0.06 -0.22 0.37
H 1.982267 -2.444171 -0.917614 -0.15 -0.04 0.11 0.30
H 0.432904 -3.291797 -0.747064 0.14 0.12 0.10 0.30
H -0.944238 -1.173997 0.993650 0.03 -0.07 0.01 0.29
H -1.852843 -1.344964 -0.540126 0.03 0.10 -0.03 0.32
```
Positions in Å, forces in eV/Å.

Summary:
highest occupied orbital energy = -8.79 eV
Kohn-Sham gap = 9.909 eV
multiplicity = 1
structure (SMILES) = COC1CN(C)C1
energy above the lowest of the compared OMol25 structures with the same formula, charge and spin = 54.6 kcal per mole

***

(2)
Here is a structure of composition C48H55BrN7O4STeTi at a distorted geometry from the OMol25 dataset. Energies are from ωB97M-V with the def2-TZVPD basis set.

XYZ file:
```
118
Properties=species:S:1:pos:R:3:forces:R:3:mulliken_charge:R:1
Ti -0.887146 0.297005 -1.852455 0.34 -0.48 -1.14 -1.20
N -2.760255 0.022369 -1.298919 0.14 0.31 -0.14 -0.27
C -3.714828 -0.054065 -2.127274 0.17 -0.03 0.12 0.34
N -5.031835 0.205251 -1.847660 0.01 0.08 -0.01 0.49
C -5.399339 0.404564 -0.455361 0.00 0.05 -0.01 -0.56
C -6.509716 1.437621 -0.320690 0.00 0.00 -0.01 -0.82
C -7.703835 1.074195 -1.195609 -0.02 0.00 0.02 -0.67
C -7.249383 0.881093 -2.636580 0.01 0.01 -0.04 -0.87
C -6.133716 -0.152942 -2.728389 -0.03 -0.04 -0.04 -0.72
H -4.503480 0.714851 0.075714 0.00 -0.03 0.01 0.24
H -5.734127 -0.554122 -0.029068 0.00 0.01 0.02 0.27
H -6.119609 2.414812 -0.620315 0.00 0.00 -0.01 0.30
H -6.805177 1.511299 0.728482 0.00 0.00 0.00 0.38
H -8.477263 1.842478 -1.134605 0.01 0.00 0.00 0.34
H -8.152354 0.143865 -0.828510 0.01 -0.01 0.00 0.33
H -6.879761 1.830291 -3.035318 0.00 0.00 0.00 0.33
H -8.081416 0.564717 -3.268919 0.00 -0.01 0.00 0.35
H -5.768470 -0.226333 -3.747030 0.01 0.00 0.01 0.52
H -6.531409 -1.139486 -2.441966 0.01 0.00 0.02 0.27
Br 0.269406 -2.645826 -4.813457 0.03 -0.09 0.00 -0.15
C -1.508136 -3.289221 -4.594676 0.05 0.01 -0.01 -0.16
C -1.713084 -4.615007 -4.916459 0.00 -0.01 0.01 -0.59
C -2.982226 -5.179332 -4.858994 0.01 -0.01 0.00 -0.65
C -4.058909 -4.376603 -4.485917 -0.01 0.01 0.00 -0.69
C -3.867491 -3.055363 -4.159818 0.01 0.01 0.01 -0.64
C -2.578221 -2.450847 -4.175093 0.10 0.04 -0.10 0.77
C -2.421991 -1.108528 -3.776662 -0.20 -0.10 0.17 0.81
O -3.580697 -0.411095 -3.469208 -0.05 -0.20 0.12 -0.42
O -1.301989 -0.505297 -3.557537 0.00 0.22 0.44 -0.61
H -0.866193 -5.210145 -5.230371 0.01 -0.01 -0.01 0.44
H -3.125255 -6.219583 -5.116643 0.00 0.00 0.00 0.39
H -5.058282 -4.792046 -4.450209 0.00 0.00 0.00 0.41
H -4.709454 -2.445761 -3.869689 -0.03 0.02 0.01 0.42
C 5.598358 3.420557 5.940444 0.00 0.00 0.00 -1.59
C 5.081508 2.980883 4.598100 0.01 0.00 0.00 0.75
C 5.510374 1.804702 4.009394 0.01 0.02 0.00 -0.91
C 5.030879 1.373438 2.771584 0.01 -0.03 0.01 1.17
C 5.602875 0.102746 2.203799 0.11 0.00 0.03 -1.70
C 4.060866 2.137253 2.117244 -0.12 0.00 -0.09 -0.17
Te 3.130360 1.471592 0.305650 -0.04 -0.02 0.11 0.73
N 1.143951 0.326230 -1.761550 -0.10 -0.15 0.04 0.11
C 1.022757 1.259005 -2.622716 -0.02 -0.01 0.35 0.79
O -0.215736 1.820296 -2.767257 -0.21 0.13 0.30 -0.39
C 2.096802 1.790366 -3.496612 -0.13 0.10 0.00 0.25
C 2.196163 3.160351 -3.708750 -0.01 0.01 -0.08 -0.45
C 3.226803 3.664308 -4.487557 0.01 -0.01 -0.01 -0.66
C 4.142082 2.798221 -5.071855 -0.01 0.03 0.01 -0.43
C 4.033050 1.429214 -4.867947 -0.01 -0.02 0.01 -0.88
C 3.015429 0.924272 -4.073180 0.12 0.01 0.05 -0.10
C 2.903962 -0.506049 1.031755 -0.06 0.00 -0.05 -0.50
C 2.357746 -0.672045 2.297952 -0.06 0.01 -0.05 0.13
C 2.239627 -1.929415 2.870777 0.04 0.00 0.01 -1.09
C 2.674542 -3.039409 2.163211 0.08 0.01 0.05 -0.70
C 3.222435 -2.876692 0.900084 0.00 0.02 -0.02 -0.78
C 3.355301 -1.619455 0.309947 -0.09 -0.02 0.06 1.37
C 3.991530 -1.502766 -1.043100 -0.04 0.09 -0.01 -1.77
C 3.650756 3.362078 2.674075 0.04 -0.04 0.01 0.94
C 2.695186 4.281756 1.960163 0.05 0.03 0.01 -1.64
C 4.162509 3.759151 3.901354 0.01 0.00 -0.01 -0.90
H 6.454792 2.821879 6.248091 0.00 0.00 0.00 0.36
H 4.827806 3.319923 6.707685 0.00 0.00 0.01 0.30
H 5.904943 4.467089 5.920742 0.00 0.01 0.00 0.38
H 6.257419 1.201165 4.514646 0.01 0.00 0.00 0.38
H 6.659839 0.026989 2.461239 0.01 -0.01 0.02 0.63
H 5.509831 0.069440 1.118684 0.05 0.03 0.03 0.13
H 5.094561 -0.777462 2.603769 0.02 0.00 -0.02 0.29
H 1.462388 3.819887 -3.262243 -0.01 -0.02 -0.01 0.46
H 3.312647 4.731647 -4.646453 0.00 0.00 0.00 0.40
H 4.939572 3.190752 -5.689566 0.01 0.00 0.00 0.39
H 4.742468 0.754473 -5.329109 0.01 0.00 -0.01 0.42
H 2.923519 -0.138815 -3.890318 -0.03 0.00 -0.02 0.36
H 2.045949 0.200720 2.855904 -0.04 0.05 0.03 0.56
H 1.825849 -2.036939 3.866273 0.00 0.00 0.01 0.43
H 2.602976 -4.030053 2.595943 0.00 0.02 -0.02 0.51
H 3.568021 -3.746445 0.352257 -0.01 -0.01 0.00 0.37
H 4.433165 -2.451878 -1.345815 -0.04 0.00 -0.03 0.53
H 4.772651 -0.737820 -1.040458 -0.01 -0.02 -0.01 0.34
H 3.245950 -1.188093 -1.776841 -0.01 -0.02 0.01 0.03
H 1.720450 3.815216 1.822140 -0.09 -0.05 -0.03 0.17
H 3.053375 4.536637 0.961137 0.01 0.02 -0.01 0.38
H 2.569222 5.211278 2.516292 -0.01 -0.01 0.00 0.39
H 3.847722 4.710745 4.318276 0.00 0.01 0.01 0.33
C -2.032562 -2.400428 0.862868 0.05 0.04 -0.03 -1.26
S -0.357942 -2.166679 0.252824 0.04 -0.14 0.07 1.23
O -0.542907 -1.673022 -1.163410 -0.15 0.04 -0.03 0.34
C 0.092142 -3.880539 0.016783 -0.04 0.03 -0.04 0.55
C 0.452324 -4.285515 -1.255600 -0.02 0.00 0.01 -0.42
C 0.855785 -5.600230 -1.450541 0.00 -0.02 0.02 -0.64
C 0.898363 -6.483804 -0.383206 0.01 0.01 -0.01 -0.58
C 0.536972 -6.059374 0.890790 -0.02 0.01 0.00 -0.64
C 0.135898 -4.750228 1.098238 -0.02 0.02 -0.01 -0.68
H -2.543746 -3.144855 0.256176 0.01 0.00 -0.03 0.43
H -2.509360 -1.426107 0.746572 -0.01 0.00 0.03 0.17
H -1.985445 -2.696132 1.909768 -0.01 -0.02 0.02 0.52
H 0.413081 -3.582599 -2.075618 0.00 0.04 -0.05 0.08
H 1.135908 -5.926658 -2.443481 0.00 0.00 0.00 0.49
H 1.213842 -7.506919 -0.540091 0.00 -0.01 0.00 0.42
H 0.571577 -6.749591 1.723437 0.00 0.00 0.01 0.42
H -0.124638 -4.409165 2.092825 -0.01 -0.01 0.01 0.37
C -2.635872 1.959504 4.275408 0.00 0.01 0.02 -1.42
C -1.304144 2.683462 4.447472 0.00 -0.06 0.04 0.46
C -1.460527 4.195980 4.289255 -0.01 -0.01 -0.02 -1.54
C -0.223619 2.080066 3.552052 0.01 0.00 0.03 -1.07
N -0.550545 2.095055 2.128250 0.00 -0.02 -0.09 1.07
C -0.844483 3.101066 1.288189 0.11 -0.08 0.12 -0.64
N -0.984559 2.617690 0.082982 -0.03 0.12 0.01 -0.92
N -0.757674 1.304510 0.209755 -0.06 0.14 -0.13 1.97
N -0.503679 0.968617 1.417980 -0.01 -0.02 -0.03 -0.80
H -3.388814 2.379768 4.942473 0.00 -0.01 0.01 0.44
H -2.542222 0.895176 4.496109 0.00 -0.01 -0.01 0.36
H -3.008581 2.060962 3.253575 0.00 0.00 -0.01 0.26
H -0.939816 2.492395 5.461912 0.02 0.01 -0.01 0.40
H -2.101475 4.445506 3.441502 0.02 0.00 -0.02 0.33
H -0.496845 4.691821 4.155813 0.01 0.02 0.03 0.35
H -1.933411 4.620792 5.174445 -0.02 0.00 -0.01 0.44
H -0.090548 1.025606 3.789389 0.05 0.01 0.00 0.50
H 0.735352 2.587149 3.687091 -0.02 -0.01 -0.01 0.21
H -0.937418 4.132989 1.569933 0.02 0.02 0.01 0.33
```
Positions in Å, forces in eV/Å.

Summary:
highest occupied orbital energy (alpha / beta) = -5.47 / -7.30 eV
Kohn-Sham gap (alpha / beta) = 5.661 / 7.490 eV
multiplicity = 2
energy above the lowest of the compared OMol25 structures with the same formula, charge and spin = 30.5 kcal per mole

***

(3)
Here is a cluster of 3 separate species, C4H12O3 in total at a distorted geometry from the OMol25 dataset. Energies are from ωB97M-V with the def2-TZVPD basis set.

XYZ file:
```
19
Properties=species:S:1:pos:R:3:forces:R:3:mulliken_charge:R:1
C -0.489523 -1.123643 0.915183 0.52 0.05 -2.65 -1.43
C -0.848026 -0.049413 -0.164414 0.64 -1.55 -0.11 0.84
C -2.271471 -0.273979 -0.718610 0.55 -0.37 0.58 -1.43
C -0.669312 1.326282 0.396525 0.27 0.79 -0.81 -0.05
O -0.043252 1.593318 1.403327 -0.51 0.01 -0.61 -0.59
H -0.620880 -2.128277 0.481688 0.01 0.36 0.14 0.38
H 0.544921 -1.026040 1.195859 0.30 0.03 0.35 0.30
H -1.132798 -1.008207 1.724306 -0.98 0.13 1.66 0.47
H -0.094569 -0.191507 -1.020231 -0.95 0.52 1.09 0.18
H -2.323943 -1.293055 -1.176344 -0.17 0.91 0.44 0.35
H -3.000147 -0.152816 0.108808 0.19 -0.30 -0.56 0.34
H -2.464403 0.478802 -1.464816 -0.36 0.18 -0.43 0.41
H -1.100178 2.161989 -0.274622 0.32 -0.70 0.92 0.25
O 1.922380 -0.939489 -1.352689 0.12 0.40 1.16 -0.63
H 2.352986 -0.710135 -2.164320 0.36 0.12 -0.72 0.30
H 2.317130 -0.321413 -0.687875 -0.30 -0.54 -0.50 0.36
O 2.688206 0.916087 0.719979 4.16 -1.28 -1.90 -0.62
H 3.323175 1.577850 0.999598 0.16 -0.02 -0.06 0.29
H 1.909703 1.163640 1.078652 -4.36 1.27 2.01 0.29
```
Positions in Å, forces in eV/Å.

Summary:
highest occupied orbital energy = -9.99 eV
Kohn-Sham gap = 10.703 eV
multiplicity = 1
structure (SMILES) = CC(C)C=O.O.O
energy above the lowest of the compared OMol25 structures with the same formula, charge and spin = 8.4 kcal per mole